# C25H22AgCl2N3O4

A molecular structure, C25H22AgCl2N3O4 at a distorted geometry (ωB97M-V/def2-TZVPD, OMol25).

Computed properties:
LUMO level ... 4.6 eV
Calculated total energy ... -67990.1922 eV
Energy relative to the best compared isomer or geometry (same formula, charge and spin) ... 38.22 kJ/mol
Highest occupied orbital energy ... -2.046 eV
Net charge ... -2

CARTESIAN COORDINATES (ANGSTROEM)
C: 2.2055 -2.8158 -3.6821
C: 0.5294 -0.9416 -3.5415
O: 3.1877 1.5769 -2.2785
C: -3.3609 -0.9504 1.2027
H: -6.4786 0.7017 -0.3338
H: 5.2373 -1.7867 -0.0928
H: 1.2698 0.4623 4.9483
H: -5.3077 2.4620 -1.1186
C: -3.2392 0.3456 0.6400
C: 3.3464 -3.4594 -3.2318
C: 1.2664 -0.4602 2.9472
C: 1.7540 -1.6622 -3.0677
C: 4.0429 -2.9415 -2.1517
C: 2.2634 3.2085 0.0487
N: -1.9954 0.9174 0.6023
Ag: 0.2157 -0.2143 0.3842
C: -2.1472 -1.6423 1.7346
C: 1.6108 2.1445 -0.5599
Cl: 0.9500 -1.8204 5.3761
C: 1.6326 -0.4606 4.4910
C: 3.6148 -1.7938 -1.5123
C: -4.3370 2.2201 -0.6826
H: -3.5878 2.1767 -1.4739
H: -1.3618 -1.6785 0.9556
H: -0.0169 -1.5248 -4.2826
H: 0.8125 0.0173 -3.9762
C: 2.4518 -1.1425 -1.9624
O: 1.2685 0.6793 2.4865
C: 4.3359 -1.2204 -0.3321
O: 1.0372 -1.5411 2.4153
C: -0.3467 2.6153 0.5493
C: -5.6018 0.2382 0.1089
Cl: 3.3907 -0.4626 4.6731
H: -6.6732 -1.5098 0.7468
C: -4.3943 0.9135 0.0479
C: -1.7635 2.2007 0.8551
C: -5.7162 -1.0040 0.7065
H: 1.6643 -3.2218 -4.5308
C: -4.5815 -1.5987 1.2327
C: 0.2302 3.7011 1.1943
H: -0.1259 -0.7240 -2.6935
N: 1.9349 -0.0658 -1.2729
C: 1.5537 4.0089 0.9295
H: -4.6535 -2.5866 1.6797
H: 3.6966 -4.3589 -3.7246
H: 2.0357 4.8465 1.4230
H: 3.6685 -1.2165 0.5323
H: 3.3134 3.3785 -0.1498
H: -1.7216 -1.1078 2.5821
C: 2.3312 1.1793 -1.4719
O: -2.5358 3.0281 1.3723
H: 4.9399 -3.4410 -1.8021
H: -4.0386 3.0197 -0.0030
H: 4.6033 -0.1838 -0.5374
H: -2.3722 -2.6612 2.0470
N: 0.3214 1.8810 -0.3407
H: -0.3595 4.2757 1.8940

Forces on the atoms, in the same order (eV/Å):
0.092 -0.181 -0.119
-0.018 0.007 0.150
0.349 0.458 -0.083
0.159 -0.049 -0.055
0.004 0.014 -0.018
0.001 -0.034 -0.011
0.066 -0.273 -0.118
-0.025 -0.079 -0.105
-0.522 -0.110 0.098
0.092 -0.173 -0.114
0.379 -0.032 1.393
-0.028 0.152 0.160
0.105 -0.137 -0.087
0.096 0.048 -0.078
0.435 -0.025 -0.265
-0.057 -0.991 -0.143
0.172 0.156 -0.120
-0.060 0.308 -0.074
-0.261 -0.320 0.274
-0.372 0.421 -0.513
-0.134 0.229 0.041
-0.008 0.081 0.102
0.097 0.053 -0.096
-0.215 -0.176 0.308
-0.008 -0.034 -0.066
-0.075 0.113 -0.024
0.231 -0.246 -0.377
0.007 0.938 -0.277
-0.103 0.036 0.002
-0.196 -0.798 -0.432
0.210 0.367 -0.170
-0.207 -0.107 0.038
0.542 0.054 0.044
-0.049 -0.027 -0.011
0.118 0.177 0.028
-0.481 -0.575 0.284
-0.200 -0.072 -0.009
-0.060 0.032 -0.015
-0.183 -0.014 -0.005
-0.080 0.143 -0.014
-0.023 0.041 -0.074
-0.394 0.111 0.495
-0.032 -0.156 -0.061
0.082 0.030 -0.006
-0.004 -0.041 -0.007
-0.007 -0.052 0.017
0.039 0.047 0.098
-0.029 -0.032 -0.112
0.145 0.011 0.008
-0.047 -0.791 -0.125
0.153 0.367 0.149
0.041 -0.014 0.046
-0.018 0.010 -0.088
0.062 0.070 0.060
-0.010 -0.056 -0.012
0.310 1.175 0.091
-0.082 -0.055 -0.004

---

# C4H6N4O2

A single C4H6N4O2 molecule at a distorted geometry (ωB97M-V/def2-TZVPD, OMol25).

Computed properties:
LUMO level ... -0.6 eV
Calculated total energy ... -14295.6966 eV
Energy relative to the best compared isomer or geometry (same formula, charge and spin) ... 660.90 kJ/mol
SMILES ... N[C@H]1N=CN=C[C@@H]1[N+](=O)[O-]
Highest occupied orbital energy ... -9.592 eV
Net charge ... 0

CARTESIAN COORDINATES (ANGSTROEM)
C: -0.4598 -0.6992 -0.5678
N: -1.1486 1.8009 0.1217
N: 1.8992 0.1084 0.0762
N: -0.2920 -2.0910 -0.4228
C: -2.0196 0.8255 0.1067
O: 2.6980 -0.4560 0.8206
C: 0.0808 1.6439 0.1745
H: -0.6984 -2.3289 0.4091
N: -1.7577 -0.3288 -0.3408
H: 0.8916 2.2742 -0.0921
C: 0.5779 0.2309 0.5172
H: -3.0355 0.9691 0.4894
O: 2.1704 0.6168 -0.9775
H: 0.7229 -2.2159 -0.3278
H: 0.4215 0.0045 1.6012
H: -0.0505 -0.3544 -1.5879

Forces on the atoms, in the same order (eV/Å):
2.966 1.688 -0.942
1.008 4.410 -0.463
1.463 -0.671 1.856
2.395 0.816 -2.048
-2.496 -2.642 0.715
-0.037 -0.166 -0.432
1.001 -2.897 0.731
-1.375 -1.200 2.622
-1.750 -0.584 0.246
0.020 1.529 -0.237
-3.317 0.128 -0.253
0.309 0.466 -0.308
0.530 0.360 -1.485
-0.467 -0.653 -0.157
0.341 -0.220 -1.070
-0.590 -0.364 1.225

---

# C6H8N

A gas-phase ion, C6H8N (charge +1) (ωB97M-V/def2-TZVPD, OMol25).

Computed properties:
LUMO level ... -4.7 eV
Calculated total energy ... -7835.6883 eV
Energy relative to the best compared isomer or geometry (same formula, charge and spin) ... 0.00 kJ/mol
SMILES ... Cc1cccc[nH+]1
Highest occupied orbital energy ... -14.940 eV
Net charge ... +1

CARTESIAN COORDINATES (ANGSTROEM)
C: -0.0776 -0.1530 -0.6957
C: 0.1278 -1.2053 0.1711
H: -1.1505 0.2425 -2.4912
H: 0.1413 -2.2084 -0.2226
H: 0.4064 -1.8008 2.2033
C: -0.2534 -0.2797 -2.1640
H: -0.3510 -1.3226 -2.4375
N: -0.0960 1.0835 -0.1540
H: 0.3071 0.5298 3.0868
H: 0.5995 0.1464 -2.6871
C: 0.3054 -0.9672 1.5247
H: -0.2472 1.8632 -0.7816
C: 0.0581 1.3565 1.1564
C: 0.2292 0.3270 2.0323
H: 0.0009 2.3881 1.4590

Forces on the atoms, in the same order (eV/Å):
0.123 0.240 0.291
0.137 -0.114 0.125
-0.071 0.059 -0.048
0.029 -0.095 -0.019
0.180 -0.066 0.030
-0.152 0.030 -0.008
0.036 -0.109 -0.073
0.025 0.168 -0.154
0.075 -0.005 0.098
0.108 0.016 -0.074
-0.533 -0.036 0.033
0.012 0.060 -0.041
-0.222 -0.066 -0.196
0.258 -0.229 0.112
-0.005 0.148 -0.077

---

# C3H11NOS2

2 unconnected molecules or ions with the total composition C3H11NOS2 at a distorted geometry (ωB97M-V/def2-TZVPD, OMol25).

Computed properties:
LUMO level ... 0.5 eV
Calculated total energy ... -28497.2338 eV
Energy relative to the best compared isomer or geometry (same formula, charge and spin) ... 34.98 kJ/mol
SMILES ... C[C@@H](N)CSS.O
Highest occupied orbital energy ... -8.746 eV
Net charge ... 0

CARTESIAN COORDINATES (ANGSTROEM)
H: 0.6482 0.0989 1.8400
H: 2.1328 -3.6579 -1.6069
S: 0.7735 2.5224 -0.1088
H: -1.9610 -1.6611 1.8140
H: -0.5244 -1.4207 -0.5876
O: 2.1978 -3.5794 -0.6415
H: -2.0631 -2.4746 0.3493
C: -1.4244 0.2787 0.3011
H: 1.1256 -1.6031 1.6711
S: -0.7712 1.4823 -0.9156
C: 0.6869 -0.7609 1.1612
H: 1.4495 -0.5339 0.4119
N: -1.4542 -2.0367 1.0236
H: 1.2890 -3.3079 -0.4377
H: 0.1066 3.3626 0.7030
H: -2.4228 0.1128 -0.1087
C: -0.6042 -1.0127 0.4236
H: -1.4995 0.6910 1.2984

Forces on the atoms, in the same order (eV/Å):
-0.165 -0.254 -0.075
0.403 -0.079 0.292
0.335 -0.057 0.374
-0.262 -0.298 0.010
0.958 0.365 -0.129
-0.727 0.161 -0.638
-0.246 0.209 0.158
0.872 0.138 -0.496
-0.408 -0.542 0.318
-0.528 0.057 -0.074
1.010 0.366 -0.723
0.030 0.384 0.054
0.497 -0.283 0.858
0.295 -0.071 0.386
-0.097 0.056 -0.134
0.025 -0.231 0.116
-1.767 -0.414 -0.465
-0.226 0.493 0.168

---

Result set for HOMO-LUMO gap: 6.65; 9.02; 10.28; 9.28 eV, one per record in the order listed.